Record 1
A structure of composition C4H4CsLiO5. Source: the Open Molecules 2025 dataset; level of theory: the ωB97M-V functional and the def2-TZVPD basis.

ΔE to the lowest compared entry with this formula, charge and spin   0.510 eV
HOMO-LUMO gap (spin up / spin down)   4.90 / 4.90 eV
Max |F|   4.25 eV/Å
Molar mass   271.92 g/mol

XYZ file:
```
15
C4H4CsLiO5 | the Open Molecules 2025 dataset | the ωB97M-V functional and the def2-TZVPD basis
O -0.07 0.63 1.54
C 0.46 -0.46 2.01
C -1.05 0.08 0.00
O 1.49 -0.53 2.65
O -0.04 -1.55 1.41
C -1.25 -1.28 0.69
H -1.62 -0.04 -0.94
H -1.64 0.97 0.23
H -1.38 -2.10 -0.02
H -2.08 -1.22 1.40
O 0.75 -0.46 -2.35
C 0.71 0.45 -1.47
O 1.29 1.58 -1.74
Cs 2.86 2.94 0.65
Li 1.57 1.00 -4.05
```

=====

Record 2
A structure of composition C28H30F10N9PtS. Source: the Open Molecules 2025 dataset; level of theory: the ωB97M-V functional and the def2-TZVPD basis.

ΔE to the lowest compared entry with this formula, charge and spin   0.805 eV
HOMO-LUMO gap (spin up / spin down)   5.32 / 5.31 eV
Max |F|   1.74 eV/Å
Net charge   +1
Molar mass   909.74 g/mol

XYZ file:
```
79
C28H30F10N9PtS | the Open Molecules 2025 dataset | the ωB97M-V functional and the def2-TZVPD basis
Pt 0.10 0.00 -0.55
C -2.58 -1.08 0.42
N -2.03 -0.11 -0.56
C -2.48 1.27 -0.19
C -1.50 2.34 -0.56
N -0.21 1.97 0.04
C 0.79 2.92 0.15
C 1.91 2.64 0.94
F 1.96 1.50 1.65
C 2.98 3.51 1.07
F 4.02 3.17 1.83
C 2.97 4.73 0.42
F 4.00 5.57 0.53
C 1.87 5.06 -0.35
F 1.84 6.22 -1.00
C 0.81 4.17 -0.47
F -0.19 4.55 -1.28
C -2.40 -0.64 -1.92
C -1.21 -1.30 -2.61
N -0.21 -1.75 -1.62
C 0.89 -2.39 -2.20
C 1.32 -2.37 -3.54
F 0.68 -1.67 -4.48
C 2.44 -3.07 -3.97
F 2.80 -3.00 -5.25
C 3.19 -3.82 -3.09
F 4.28 -4.46 -3.50
C 2.79 -3.88 -1.77
F 3.49 -4.59 -0.88
C 1.66 -3.20 -1.36
F 1.31 -3.32 -0.07
H -3.66 -1.11 0.28
H -2.16 -2.06 0.23
H -2.38 -0.76 1.43
H -3.47 1.48 -0.62
H -2.58 1.27 0.90
H -1.42 2.43 -1.64
H -1.87 3.29 -0.19
H -3.19 -1.37 -1.78
H -2.80 0.17 -2.53
H -1.55 -2.16 -3.20
H -0.81 -0.58 -3.31
C 5.38 -1.60 -0.76
C 4.84 -0.29 -0.16
C 5.28 -0.13 1.30
C 5.27 0.92 -1.00
C 3.37 -0.35 -0.18
N 2.23 -0.42 -0.20
H 6.47 -1.55 -0.77
H 5.03 -1.72 -1.79
H 5.07 -2.46 -0.18
H 6.37 -0.07 1.33
H 4.97 -0.98 1.91
H 4.88 0.78 1.74
H 6.35 1.00 -0.96
H 4.85 1.85 -0.60
H 4.96 0.81 -2.03
C 2.50 -1.01 5.36
C 2.06 -2.38 4.83
C 2.88 -2.79 3.61
C 0.56 -2.43 4.56
N 0.16 -1.57 3.45
C 0.19 -1.80 2.15
N -0.12 -0.68 1.54
N -0.35 0.24 2.50
N -0.18 -0.28 3.64
H 3.56 -1.02 5.58
H 1.96 -0.74 6.26
H 2.32 -0.23 4.62
H 2.23 -3.12 5.62
H 2.82 -2.04 2.82
H 2.55 -3.75 3.20
H 3.93 -2.89 3.88
H -0.02 -2.11 5.42
H 0.25 -3.45 4.30
H 0.39 -2.75 1.69
S 1.14 0.91 -2.46
C -0.07 1.65 -3.36
N -0.92 2.16 -3.96
```

=====

Record 3
A structure of composition C8H28BF4NO8. Source: the Open Molecules 2025 dataset; level of theory: the ωB97M-V functional and the def2-TZVPD basis.

ΔE to the lowest compared entry with this formula, charge and spin   12.908 eV
HOMO-LUMO gap   8.63 eV
Max |F|   9.02 eV/Å
Molar mass   353.12 g/mol

XYZ file:
```
50
C8H28BF4NO8 | the Open Molecules 2025 dataset | the ωB97M-V functional and the def2-TZVPD basis
N -0.05 -0.55 0.61
H -0.37 -1.33 1.16
H 0.73 -0.14 1.11
H -0.82 0.09 0.45
H 0.17 -0.92 -0.30
B -0.35 -2.61 2.41
F 0.20 -1.37 2.65
F 0.62 -3.52 2.73
F -1.48 -2.81 3.13
F -0.72 -2.71 1.09
C 0.75 -1.29 -1.94
C 1.96 -1.93 -1.24
O 2.19 -1.27 0.01
O -0.43 -1.69 -1.22
H 0.67 -1.72 -2.94
H 0.86 -0.21 -2.08
H 2.85 -1.72 -1.84
H 1.87 -3.00 -1.04
H 2.31 -1.98 0.64
H -0.98 -2.30 -1.73
C -0.08 2.41 -0.01
C -1.52 1.94 -0.04
O -1.74 0.90 0.93
O 0.82 1.52 -0.64
H 0.15 2.70 1.02
H -0.03 3.33 -0.58
H -1.73 1.57 -1.04
H -2.20 2.77 0.16
H -1.90 1.30 1.79
H 1.73 1.79 -0.46
C 2.89 2.28 1.16
C 2.59 0.77 1.49
O 1.25 0.54 1.86
O 2.58 2.62 -0.19
H 3.95 2.44 1.34
H 2.33 2.98 1.78
H 3.30 0.48 2.27
H 2.77 0.02 0.72
H 1.10 0.86 2.75
H 3.42 2.80 -0.62
C -3.60 -0.19 -1.92
C -2.57 -1.02 -1.31
O -2.54 -0.68 0.07
O -3.14 1.14 -2.04
H -4.46 -0.17 -1.26
H -3.80 -0.58 -2.92
H -1.62 -0.92 -1.84
H -2.79 -2.09 -1.36
H -2.57 0.28 0.07
H -2.60 1.20 -2.83
```

=====

Record 4
The molecule H2NO2P. Source: the Open Molecules 2025 dataset; level of theory: the ωB97M-V functional and the def2-TZVPD basis.

ΔE to the lowest compared entry with this formula, charge and spin   4.279 eV
SMILES   O=[N+]([O-])P
HOMO-LUMO gap   10.71 eV
Max |F|   3.39 eV/Å
Molar mass   78.99 g/mol

XYZ file:
```
6
H2NO2P | the Open Molecules 2025 dataset | the ωB97M-V functional and the def2-TZVPD basis
N 0.74 0.16 -0.04
O 1.34 -0.86 0.40
O 1.15 1.27 -0.08
P -0.90 -0.14 -0.71
H -0.82 -1.21 0.18
H -1.51 0.79 0.24
```

=====

> Look up the molar mass of the second one.

909.74 g/mol